(1)
The following is a quantum chemistry calculation of a 2-piece molecular cluster, C4H14N2S2 overall, from OMol25.

Last column: natural (NBO) charge in e.
Positions of all 22 atoms, in Å:
1 C -2.169603 0.800321 -1.178477  -0.748
2 H 0.595650 -0.058724 -0.403129  0.204
3 H 0.272346 0.890186 2.357572  0.354
4 H -1.437129 -3.611030 1.260399  0.226
5 H -1.855818 1.270190 -2.110627  0.225
6 H 3.392925 0.655442 -1.060443  0.352
7 S -2.301522 -0.975253 -1.559261  0.074
8 C -1.179382 -2.865364 0.506932  -0.739
9 H -1.398606 0.983498 -0.431981  0.245
10 H -1.026378 -3.404647 -0.422206  0.231
11 H -3.114522 1.206904 -0.832468  0.218
12 C 1.930507 1.490747 0.135264  -0.229
13 S -2.623244 -1.769643 0.320208  0.057
14 H -0.314803 -2.311915 0.859910  0.209
15 H 1.632640 -0.471972 0.942508  0.154
16 H -0.674659 -0.132271 1.515724  0.364
17 H 2.816517 2.044727 -1.636210  0.359
18 N -0.093374 0.697219 1.431135  -0.844
19 C 1.003239 0.335655 0.528955  -0.236
20 H 2.685871 1.646387 0.910883  0.165
21 N 2.541596 1.192056 -1.167499  -0.838
22 H 1.317739 2.387494 0.032802  0.195

Force components x, y, z for each atom (eV/Å):
C 0.43 -0.20 -0.02
H -0.19 0.07 0.03
H -0.06 0.03 0.00
H -0.12 0.10 0.07
H -0.16 0.06 -0.05
H -0.04 -0.11 0.05
S -0.14 0.25 0.30
C -0.40 0.01 0.26
H -0.12 -0.03 -0.01
H 0.29 0.16 -0.06
H -0.09 -0.02 -0.12
C -0.35 -0.31 -0.15
S 0.02 -0.26 -0.16
H 0.23 -0.06 -0.30
H -0.08 0.02 -0.07
H -0.23 0.22 0.16
H -0.03 0.05 0.01
N 0.36 -0.13 -0.09
C 0.57 -0.31 -0.05
H -0.10 0.22 0.13
N 0.12 0.15 0.01
H 0.08 0.06 0.05

Results
Energy above the lowest of the compared OMol25 structures with the same formula, charge and spin ... 14.9 kJ/mol
M ... 154.3 g mol⁻¹
Structure (SMILES) ... CSSC.NCCN
Gap between HOMO and LUMO ... 9.07 eV
F_max ... 0.01270 Eh/bohr
LUMO level ... 0.758 eV
Calculated total energy ... -1066.66828 hartree

(2)
The following is a quantum chemistry calculation of C21H33Br3Cl3MnNO2Si as an isolated structure in a non-equilibrium geometry, from OMol25.

Last column: Löwdin spin population.
Positions of all 65 atoms, in Å:
1 H 0.230065 -4.829217 -0.551792  0.000
2 Mn 0.099805 -0.646734 -2.902623  2.150
3 H -2.478282 -3.009130 -2.141524  0.000
4 C -0.279627 1.974703 0.351564  0.113
5 H -0.528390 -5.052449 1.598745  0.000
6 C 2.465594 1.127709 0.640785  0.046
7 H 4.514188 2.347604 3.787787  0.000
8 C -2.458724 1.989697 1.529298  0.007
9 H -1.153892 4.358730 -0.642994  0.000
10 H -3.133530 -5.537820 0.971512  0.000
11 Cl 0.177923 0.592508 -6.563447  -0.026
12 H -3.331021 -5.103002 -1.597006  0.000
13 H -2.731626 4.357350 0.141268  0.001
14 Br 2.487146 -0.334184 -1.772254  0.013
15 C -2.141117 -3.648004 1.318392  0.000
16 C 2.223298 -2.150832 -5.683160  0.000
17 H 1.783398 0.897925 4.128183  0.000
18 H -2.265071 -2.611206 0.985263  0.000
19 C -2.499135 1.947810 -0.952585  0.000
20 C -0.661452 -4.020020 1.274158  0.000
21 H -2.564166 0.859711 -0.984707  0.000
22 H 0.834966 2.388121 4.150686  0.000
23 H 0.983263 -3.339252 -0.018415  0.000
24 C -0.786070 -3.080472 -1.099585  0.003
25 C 0.354674 1.125326 -0.626330  0.142
26 H -4.055770 -4.141913 0.464424  0.000
27 O -0.259945 0.751794 -1.676557  0.254
28 C 2.593763 2.468437 2.836901  0.025
29 H 4.620687 2.298065 2.039021  0.000
30 Si 0.437650 0.915055 -4.605747  -0.093
31 H 1.654338 -1.871075 -6.561637  0.000
32 Cl -1.725370 -0.422030 -4.012329  0.019
33 O -0.384378 -1.977407 -1.555475  0.036
34 H -2.077511 2.295242 -1.895291  0.000
35 H 3.122863 4.373132 3.691013  0.003
36 Br 0.910666 -2.673789 -4.327949  -0.013
37 C 1.726733 0.729271 -0.421916  0.111
38 H 4.081872 0.871380 2.947893  0.000
39 H 3.138165 4.383996 1.929392  0.000
40 C 4.032213 1.959494 2.892085  0.000
41 H 0.064638 2.987879 2.170266  -0.003
42 Cl 0.566086 2.879180 -4.257543  -0.034
43 H 3.492949 0.825538 0.756495  0.000
44 H -3.493098 2.328215 1.483024  0.001
45 C 2.608406 4.005531 2.803338  0.016
46 H -2.473024 -3.658784 2.356111  0.000
47 C -2.535879 -4.790717 -0.922656  0.000
48 C -1.708218 3.992171 0.221528  0.007
49 H -2.464964 0.901396 1.603243  0.000
50 C 0.503760 2.350379 1.416278  -0.006
51 H -2.025453 2.389748 2.444620  0.000
52 C 0.025655 -3.852361 -0.107701  0.001
53 H -0.122391 -3.403944 1.992724  0.000
54 C -3.048863 -4.559346 0.494625  0.000
55 N -1.942207 -3.575983 -1.498205  0.001
56 C 1.846108 1.971265 1.610818  0.208
57 C -1.722552 2.456217 0.264450  0.010
58 H -3.512669 2.342610 -0.878882  0.000
59 Br 3.379182 -0.706163 -5.231204  -0.011
60 H 2.386523 2.321640 4.974246  0.003
61 H -1.779798 -5.575125 -0.950038  0.000
62 H -1.272476 4.433639 1.115974  0.000
63 C 1.844342 1.985580 4.090549  0.016
64 H 2.820408 -3.042350 -5.843026  0.000
65 H 1.605368 4.429278 2.805951  0.000

Force components x, y, z for each atom (eV/Å):
H -0.01 -0.01 -0.01
Mn 0.98 -0.32 0.10
H -0.04 -0.04 0.03
C 0.20 -0.04 0.10
H -0.02 -0.01 0.03
C -0.34 0.22 0.18
H 0.00 0.02 0.01
C -0.09 -0.06 0.04
H 0.02 0.01 -0.04
H -0.01 0.01 0.03
Cl 0.16 0.05 -0.24
H 0.00 -0.02 0.06
H -0.03 0.00 0.00
Br -0.04 -0.24 -0.37
C -0.03 0.07 0.00
C -0.03 -0.14 -0.36
H 0.02 -0.04 -0.02
H 0.00 -0.01 0.01
C -0.21 0.08 0.01
C 0.10 -0.04 0.03
H -0.03 0.05 0.04
H -0.05 0.03 0.00
H -0.06 -0.05 0.04
C -0.27 -0.04 -0.22
C 0.05 -0.15 -0.27
H 0.00 0.04 0.00
O 0.15 -0.04 0.07
C -0.07 -0.09 -0.17
H 0.03 0.02 -0.04
Si -0.45 -0.32 0.15
H 0.01 -0.06 0.02
Cl -0.49 0.43 -0.30
O 0.29 0.14 0.24
H -0.02 0.03 0.04
H 0.01 0.00 0.01
Br 0.15 0.18 0.24
C -0.17 0.29 0.35
H -0.01 -0.05 0.00
H 0.02 -0.02 -0.04
C 0.01 -0.02 0.00
H -0.04 0.01 -0.01
Cl 0.02 0.03 0.05
H 0.09 -0.04 0.00
H -0.03 0.01 0.00
C 0.01 0.07 0.05
H -0.02 -0.03 0.01
C 0.03 0.05 -0.23
C -0.04 0.08 -0.08
H 0.00 -0.04 0.00
C 0.08 0.04 0.11
H 0.05 0.03 0.00
C 0.14 0.05 -0.02
H -0.03 0.02 0.02
C -0.05 -0.09 0.10
N 0.02 -0.05 0.00
C 0.11 -0.09 -0.09
C 0.06 -0.02 -0.01
H -0.02 -0.01 -0.01
Br -0.08 0.06 0.19
H 0.00 0.01 0.01
H 0.01 0.00 0.03
H 0.04 -0.02 0.06
C 0.02 0.01 0.06
H -0.04 0.05 0.02
H -0.03 0.01 0.01

Results
⟨S²⟩ ... 3.9571
Energy above the lowest of the compared OMol25 structures with the same formula, charge and spin ... 52.7 kJ/mol
M ... 760.6 g mol⁻¹
Spin multiplicity ... 4
Gap between HOMO and LUMO (spin up / spin down) ... 6.79 / 6.97 eV
F_max ... 0.02015 Eh/bohr
LUMO level (spin up / spin down) ... -7.682 / -8.258 eV
Calculated total energy ... -11567.92510 hartree
Net charge ... +2

(3)
The following is a quantum chemistry calculation of C35H42Cl2N2O4PV as an isolated structure in a non-equilibrium geometry, from OMol25.

Last column: Löwdin spin population.
Positions of all 87 atoms, in Å:
1 H 3.530717 4.267480 -1.300337  0.000
2 H 2.210536 -1.723204 -3.771676  0.000
3 H -0.760333 -3.007212 -2.064920  -0.001
4 C -2.017616 0.030960 2.433256  0.007
5 H 2.328348 -0.010374 -4.253779  0.001
6 H 1.951902 3.778335 5.664827  0.000
7 H -1.603100 5.322559 -2.854672  0.000
8 C -5.251411 -3.372133 -1.163571  0.000
9 C 0.983073 1.971398 2.944917  0.000
10 C 4.091350 -3.383683 0.903984  0.000
11 C 3.301090 1.518465 3.494375  0.000
12 C -0.900079 2.825885 -0.879256  0.002
13 C 3.367171 -2.219461 0.641129  0.000
14 H -2.629505 4.512005 -1.643456  0.000
15 Cl -2.415952 0.885234 -1.950898  -0.008
16 N -0.646014 3.852198 -1.703765  0.001
17 C 3.519311 -1.599344 2.980931  0.000
18 C -4.692023 -2.586215 -2.191639  0.000
19 C -4.175542 -0.732178 1.637868  0.000
20 H -2.701408 -2.541823 3.498037  0.000
21 C 2.265568 -0.687567 -3.389696  0.001
22 O -1.782315 0.598832 1.322091  0.028
23 H -4.233763 -1.770804 4.019345  0.000
24 H -3.882221 -1.441889 0.849173  0.000
25 C -6.713852 -2.899737 -3.510952  0.000
26 C 4.540918 -3.656614 2.202720  0.000
27 C 2.173584 1.271854 2.689310  0.000
28 H -4.297811 0.255145 1.175177  0.000
29 C 3.350583 1.147987 0.097921  0.001
30 C 0.584426 3.947589 -2.458760  0.000
31 C 2.012023 3.073958 4.842183  0.000
32 H -4.972291 -1.799577 -4.166308  0.000
33 H 2.142449 2.929431 0.270988  0.000
34 H -1.282094 0.042739 3.248000  0.001
35 C -7.282788 -3.674238 -2.474249  0.000
36 H -1.126623 -2.203388 -3.615752  -0.001
37 C -5.437165 -2.366933 -3.365967  0.000
38 C 3.123568 -1.300058 1.669614  0.000
39 Cl -0.797555 -2.342059 0.719494  0.003
40 C 1.114309 -0.315291 -2.484404  0.011
41 C 3.016694 2.478437 -0.203479  0.000
42 N -3.144797 -0.642953 2.666491  0.002
43 H -1.441321 5.735446 -1.140028  0.000
44 V -0.974501 -0.280988 -0.383964  2.018
45 P 2.277063 0.233048 1.213236  0.003
46 H 1.420466 4.252096 -1.830147  0.000
47 H 6.236414 0.940175 -1.736341  0.000
48 H -1.845401 2.891279 -0.325392  0.000
49 H 4.088115 2.559725 5.206128  0.000
50 H 4.576392 -2.972032 4.256714  0.000
51 C 3.805191 3.235568 -1.074226  0.000
52 C 4.243499 -2.763266 3.241719  0.000
53 H -4.656463 -3.568044 -0.265001  0.000
54 H -0.028083 3.391521 4.197386  0.000
55 C 4.952844 2.682143 -1.650340  0.000
56 C 0.030928 -1.048265 -2.253561  -0.075
57 H 3.222809 -0.587151 -2.857331  0.000
58 H -2.885595 -1.788738 -3.126495  0.000
59 C 0.903164 2.859750 4.022003  0.000
60 H 4.874514 -0.373692 -0.149904  0.000
61 O -2.814980 -1.622769 -1.073466  0.005
62 O 0.921912 -0.067059 0.616830  0.008
63 C 5.321434 1.377157 -1.319638  0.000
64 H -2.659229 -1.152637 4.617745  0.000
65 C -6.541991 -3.915617 -1.304818  0.000
66 C -1.627011 4.911382 -1.843338  0.000
67 H 0.441335 4.705475 -3.223608  0.000
68 O -0.146251 1.833418 -0.698179  0.002
69 H 2.992545 -2.027915 -0.362827  0.000
70 H 0.832215 3.004793 -2.943012  0.000
71 H -5.096119 -1.046743 2.120196  0.000
72 H 0.129649 1.822469 2.271374  0.000
73 H 4.308077 -4.077947 0.096933  0.000
74 C -0.354040 -2.344088 -2.845470  -0.013
75 H 5.125902 -4.563183 2.406857  0.000
76 H -8.282254 -4.091737 -2.601364  0.000
77 C 3.209179 2.400396 4.580924  0.000
78 H 1.227742 0.674876 -2.023311  0.000
79 C -3.348964 -1.961623 -2.129259  0.002
80 H 0.505954 -2.822803 -3.330057  -0.003
81 H 5.565068 3.272100 -2.334101  0.000
82 C 4.535148 0.622212 -0.435379  0.000
83 C -3.190361 -1.592101 3.764146  0.001
84 H -7.271325 -2.731531 -4.439117  0.000
85 H 4.252069 1.021639 3.277450  0.000
86 H 3.275986 -0.926941 3.796959  0.000
87 H -6.973092 -4.533554 -0.511222  0.000

Force components x, y, z for each atom (eV/Å):
H 0.10 -0.30 0.10
H -0.04 0.45 0.14
H 0.17 0.06 -0.35
C -0.34 0.03 -2.00
H 0.04 -0.14 0.03
H 0.00 -0.10 -0.03
H -0.03 -0.19 0.08
C -0.11 0.14 -0.16
C 0.05 -0.20 -0.07
C -0.06 0.10 0.36
C -0.26 0.24 0.21
C 0.68 -1.28 0.23
C 0.21 -0.21 0.20
H 0.26 0.09 -0.12
Cl -0.78 0.40 -0.35
N -0.16 -0.36 0.44
C 0.21 -0.20 -0.34
C -0.81 -0.43 -0.07
C 0.36 0.13 -0.40
H -0.20 0.26 -0.05
C 0.19 -0.12 -0.33
O -0.78 -0.13 2.47
H 0.10 0.00 0.16
H -0.10 0.21 0.31
C -0.33 -0.30 0.37
C -0.04 0.28 0.02
C 0.11 0.63 0.29
H 0.00 -0.30 0.07
C 0.80 0.43 -0.26
C 0.11 -0.04 -0.14
C 0.03 -0.27 -0.32
H -0.14 0.02 0.02
H 0.16 -0.16 -0.26
H -0.12 0.02 -0.05
C 0.76 0.42 -0.21
H 0.29 -0.08 0.09
C 0.21 -0.41 0.38
C 0.09 -0.06 0.16
Cl -0.14 -0.39 0.50
C 0.49 -0.26 -0.68
C 0.09 0.12 -0.10
N 0.65 0.27 -0.03
H 0.02 -0.09 -0.14
V 1.18 -0.29 -2.66
P -1.64 -0.84 -0.48
H -0.04 -0.03 0.03
H -0.41 0.18 0.19
H 0.13 0.15 -0.21
H -0.26 0.03 -0.14
H -0.10 0.00 -0.20
C -0.03 -0.24 0.16
C -0.08 -0.21 -0.34
H -0.23 0.08 -0.33
H 0.15 -0.04 0.03
C -0.14 -0.26 0.20
C -0.71 1.42 2.48
H -0.09 -0.01 -0.05
H -0.14 0.20 0.69
C 0.22 -0.16 -0.19
H -0.16 0.25 -0.16
O -0.95 -1.03 -1.36
O 1.30 0.54 0.72
C -0.08 -0.03 0.14
H -0.21 -0.23 -0.07
C 0.23 0.30 -0.34
C -0.33 0.20 0.40
H 0.06 0.01 -0.10
O -0.49 1.89 -0.05
H 0.02 0.02 0.12
H -0.05 -0.12 0.12
H -0.10 0.02 -0.04
H 0.28 -0.01 0.25
H -0.09 0.08 0.12
C 0.36 -0.44 -0.22
H -0.31 0.44 -0.11
H 0.29 0.09 0.09
C -0.01 -0.24 -0.39
H -0.02 -0.48 0.06
C 0.44 0.44 1.16
H -0.17 -0.28 -0.06
H -0.18 -0.17 0.20
C 0.15 0.17 -0.20
C 0.32 0.05 0.25
H 0.20 -0.05 0.43
H -0.33 0.24 0.08
H 0.05 -0.13 -0.13
H 0.23 0.25 -0.27

Results
⟨S²⟩ ... 2.0345
Energy above the lowest of the compared OMol25 structures with the same formula, charge and spin ... 39.0 kJ/mol
M ... 707.6 g mol⁻¹
Spin multiplicity ... 3
Gap between HOMO and LUMO (spin up / spin down) ... 6.74 / 6.69 eV
F_max ... 0.05726 Eh/bohr
LUMO level (spin up / spin down) ... 0.420 / 0.418 eV
Calculated total energy ... -3975.18528 hartree

(4)
The following is a quantum chemistry calculation of an isolated ion of composition C7H12O and charge -1 in a non-equilibrium geometry, from OMol25.

Last column: Löwdin spin population.
Positions of all 20 atoms, in Å:
1 H 0.229489 -2.212862 1.188292  0.001
2 H -1.156940 0.325199 1.323109  0.001
3 H -1.657220 -1.111353 0.527227  0.003
4 H -2.763602 1.952945 -2.319543  0.047
5 C 2.787974 -1.751080 1.029934  0.008
6 C -0.843138 -0.382767 0.567385  0.008
7 H 3.392098 -1.721450 0.118870  0.003
8 H 0.196152 0.053941 -1.245994  0.013
9 H -0.663343 2.080080 0.185155  0.003
10 H -0.221413 2.315758 -1.477024  0.032
11 C -2.420899 2.172372 -1.270734  0.376
12 C 1.642713 -0.752586 0.771325  0.021
13 H 1.950988 0.230724 0.447259  0.007
14 C -0.792813 0.274850 -0.823924  0.055
15 C -0.987392 1.860529 -0.841396  0.071
16 H 3.299861 -1.800181 1.982758  0.000
17 H 2.330100 -2.741032 0.947227  0.001
18 C 0.391963 -1.162580 0.948166  0.007
19 O -3.301076 2.558817 -0.473791  0.329
20 H -1.413493 -0.189317 -1.584303  0.015

Force components x, y, z for each atom (eV/Å):
H 0.11 0.13 0.29
H 0.13 0.36 0.24
H -0.11 0.00 0.24
H 0.90 -0.07 0.24
C -1.47 -0.50 -1.45
C -0.81 -0.91 -0.61
H 0.81 0.14 0.54
H 0.29 0.12 0.15
H -0.79 0.85 -0.08
H 0.09 -0.14 -0.41
C 1.36 0.12 -0.91
C 0.96 -1.21 1.45
H -0.37 0.21 -0.07
C 1.62 0.83 -0.75
C -0.55 -1.92 -0.27
H 0.43 0.79 0.01
H -0.09 -0.11 0.13
C -0.19 0.66 -0.89
O -1.63 0.66 1.79
H -0.69 -0.02 0.36

Results
⟨S²⟩ ... 0.7538
Energy above the lowest of the compared OMol25 structures with the same formula, charge and spin ... 135.7 kJ/mol
M ... 112.2 g mol⁻¹
Spin multiplicity ... 2
Gap between HOMO and LUMO (spin up / spin down) ... 2.53 / 6.51 eV
F_max ... 0.04885 Eh/bohr
LUMO level (spin up / spin down) ... 3.500 / 3.426 eV
Calculated total energy ... -349.04994 hartree
Net charge ... -1